# 1
{
  "formula": "CHF3OSn",
  "method": "wB97M-V/def2-TZVPD",
  "symbols": ["C", "F", "F", "F", "H", "Sn", "O"],
  "xyz": [[0.1483, -1.1848, 0.2487], [-1.0289, -1.8483, 0.3465], [0.7984, -1.4129, 1.4151], [0.8599, -1.8344, -0.7039], [0.0098, -0.0447, 0.0155], [-0.5065, 4.0193, -0.8393], [-0.2810, 2.3057, -0.4827]],
  "mulliken_charge": [0.678, -0.229, -0.229, -0.229, 0.042, -0.312, -0.722],
  "total_charge": -1,
  "lumo_energy_ev": [3.80, 3.80],
  "multiplicity": 2,
  "s2": 0.754
}


# 2
{
  "formula": "C3H3N3O",
  "method": "wB97M-V/def2-TZVPD",
  "symbols": ["O", "C", "C", "C", "N", "N", "N", "H", "H", "H"],
  "xyz": [[-1.3038, 0.4298, 1.7668], [-0.9278, -0.5029, 1.1001], [0.2371, -0.3812, 0.2016], [-0.1695, -0.3890, -1.1135], [0.4168, 0.6351, -1.7737], [1.2274, 1.2353, -0.9539], [1.1242, 0.6518, 0.2309], [-1.5301, -1.4176, 0.9488], [-0.9219, -1.0359, -1.5409], [1.7543, 0.9391, 0.9674]],
  "mulliken_charge": [-0.473, -0.072, 0.444, -0.402, -0.254, -0.452, 0.226, 0.337, 0.394, 0.250],
  "lumo_energy_ev": 0.10,
  "multiplicity": 1,
  "smiles": "O=Cc1cnn[nH]1",
  "de_lowest_kcal_mol": 52.38
}


# 3
{
  "formula": "C26H104O26",
  "method": "wB97M-V/def2-TZVPD",
  "symbols": ["C", "O", "H", "H", "H", "H", "C", "O", "H", "H", "H", "H", "C", "O", "H", "H", "H", "H", "C", "O", "H", "H", "H", "H", "C", "O", "H", "H", "H", "H", "C", "O", "H", "H", "H", "H", "C", "O", "H", "H", "H", "H", "C", "O", "H", "H", "H", "H", "C", "O", "H", "H", "H", "H", "C", "O", "H", "H", "H", "H", "C", "O", "H", "H", "H", "H", "C", "O", "H", "H", "H", "H", "C", "O", "H", "H", "H", "H", "C", "O", "H", "H", "H", "H", "C", "O", "H", "H", "H", "H", "C", "O", "H", "H", "H", "H", "C", "O", "H", "H", "H", "H", "C", "O", "H", "H", "H", "H", "C", "O", "H", "H", "H", "H", "C", "O", "H", "H", "H", "H", "C", "O", "H", "H", "H", "H", "C", "O", "H", "H", "H", "H", "C", "O", "H", "H", "H", "H", "C", "O", "H", "H", "H", "H", "C", "O", "H", "H", "H", "H", "C", "O", "H", "H", "H", "H"],
  "xyz": [[-8.9959, -19.7671, 1.2329], [-10.1306, -20.4060, 0.6633], [-8.1241, -19.7197, 0.5574], [-9.2738, -18.7493, 1.5377], [-8.7017, -20.3032, 2.1502], [-9.9290, -21.2783, 0.2621], [-13.0611, -22.5438, -0.9292], [-13.0764, -23.9242, -1.2327], [-12.9912, -22.4082, 0.1514], [-12.1234, -22.2129, -1.3918], [-13.9849, -22.0967, -1.3157], [-13.9732, -24.2106, -1.0122], [-8.6045, -22.9438, -1.6855], [-9.6938, -22.8884, -0.7134], [-8.0413, -22.0182, -1.6472], [-8.0009, -23.8169, -1.4337], [-8.9974, -23.0214, -2.7093], [-10.1671, -23.7311, -0.7177], [-10.2613, -13.4506, 2.2276], [-10.0262, -14.6084, 1.4693], [-10.2951, -13.5483, 3.3147], [-9.5150, -12.7056, 1.9281], [-11.2241, -13.0530, 1.9070], [-10.7258, -15.2615, 1.6132], [-13.2723, -16.5537, 2.3534], [-11.9899, -16.4272, 1.7312], [-14.0863, -16.4659, 1.6265], [-13.4037, -17.4417, 2.9661], [-13.2823, -15.6895, 3.0437], [-11.9136, -17.0663, 0.9972], [-15.4909, -15.5232, -0.8164], [-15.5311, -14.2545, -1.3984], [-15.0112, -16.1872, -1.4830], [-14.8798, -15.3452, 0.0447], [-16.5177, -15.8084, -0.5909], [-15.9653, -14.3114, -2.2725], [-19.6666, -18.9837, -1.9699], [-18.4433, -18.3481, -1.9109], [-19.6110, -20.0611, -2.1307], [-20.3257, -18.8026, -1.1131], [-20.1747, -18.5584, -2.8538], [-17.7606, -18.9846, -1.6215], [-16.5390, -21.4567, -2.2898], [-16.6987, -20.6700, -1.0934], [-15.7452, -20.9767, -2.8672], [-16.3000, -22.5029, -2.1269], [-17.3837, -21.4128, -2.9803], [-17.1647, -21.2313, -0.4323], [-15.7337, -16.0364, -4.6798], [-16.4171, -14.8125, -4.2292], [-14.8549, -16.2506, -4.0556], [-16.5356, -16.7333, -4.5191], [-15.4950, -15.9298, -5.7425], [-15.9773, -14.0374, -4.6141], [-11.4452, -23.7998, 3.2489], [-12.4604, -23.7939, 4.3085], [-11.2500, -24.7944, 2.8550], [-11.8014, -23.1792, 2.4273], [-10.5267, -23.3035, 3.5722], [-12.1851, -24.3358, 5.0661], [-9.1614, -16.8587, 3.9584], [-8.2511, -17.8825, 4.3801], [-9.0504, -16.6459, 2.8577], [-10.1752, -17.2008, 4.1493], [-8.9956, -15.8976, 4.4728], [-7.3556, -17.6220, 4.1445], [-16.1493, -20.1484, 2.5336], [-16.4538, -19.6421, 3.7872], [-17.1039, -20.3595, 2.0584], [-15.6095, -19.4185, 1.9458], [-15.5593, -21.0823, 2.6310], [-15.6158, -19.3402, 4.1905], [-14.5840, -20.7369, -5.5598], [-15.9075, -21.2800, -5.7639], [-14.2482, -20.2818, -6.4761], [-14.8158, -19.9530, -4.8390], [-13.8497, -21.4608, -5.1674], [-15.8720, -22.1855, -6.0806], [-18.2066, -17.7609, 1.4734], [-18.6473, -16.5191, 0.9217], [-18.8182, -18.6159, 1.2254], [-17.1627, -17.9947, 1.1641], [-18.2460, -17.6017, 2.5775], [-18.6136, -16.5810, -0.0367], [-11.9379, -17.0849, -5.5818], [-12.6724, -18.2618, -5.1296], [-12.4596, -16.1588, -5.2872], [-10.9256, -17.0518, -5.1877], [-11.9209, -17.2080, -6.6450], [-12.8651, -18.1241, -4.1989], [-19.5207, -22.0547, 1.1112], [-18.1944, -22.3064, 0.7393], [-20.1160, -22.0566, 0.1644], [-19.9661, -22.7837, 1.7718], [-19.6214, -21.0722, 1.5746], [-17.7062, -22.8287, 1.4023], [-15.5147, -22.4380, 5.6013], [-15.1765, -23.3486, 4.6028], [-15.7436, -21.4586, 5.2012], [-16.4245, -22.7966, 6.1148], [-14.7265, -22.2814, 6.3596], [-14.1867, -23.3761, 4.4586], [-7.2248, -19.3728, -3.0535], [-7.0366, -18.0698, -3.5577], [-8.0774, -19.5373, -2.3888], [-7.1662, -20.0922, -3.8914], [-6.3230, -19.5345, -2.4486], [-7.7862, -17.8278, -4.1134], [-17.0188, -25.2027, -0.7396], [-15.7097, -24.9476, -0.1804], [-16.9267, -25.0429, -1.8281], [-17.2557, -26.2693, -0.6122], [-17.8287, -24.5749, -0.3618], [-15.8855, -24.5555, 0.6808], [-12.7092, -20.2085, 3.7597], [-13.6637, -19.6779, 4.6781], [-11.6951, -20.2571, 4.1558], [-13.0736, -21.1338, 3.2924], [-12.5708, -19.4253, 3.0230], [-13.5716, -20.1182, 5.5287], [-11.7975, -15.9725, -2.0750], [-12.5059, -17.1659, -2.4299], [-10.7494, -15.9657, -2.3343], [-12.2371, -15.1224, -2.6068], [-11.9001, -15.7061, -1.0100], [-12.2147, -17.8546, -1.8209], [-12.0296, -23.6564, -4.2629], [-11.6193, -24.9236, -3.7631], [-11.6286, -22.8068, -3.6998], [-11.5784, -23.6440, -5.2585], [-13.1032, -23.4350, -4.3985], [-11.9130, -24.9981, -2.8378], [-8.5923, -16.3579, -0.4624], [-8.8240, -15.1101, -1.0332], [-8.1218, -16.9907, -1.2243], [-7.9481, -16.2778, 0.4001], [-9.5489, -16.8454, -0.1220], [-9.2557, -14.5691, -0.3651], [-11.0522, -20.2002, -3.0736], [-10.9136, -20.4473, -4.4645], [-10.4468, -19.3350, -2.8191], [-12.0834, -19.9786, -2.7757], [-10.7960, -21.0606, -2.4481], [-11.4573, -19.7544, -4.8940], [-13.3617, -19.1572, -0.0950], [-12.0615, -18.6001, -0.2080], [-13.6538, -19.7250, -0.9974], [-13.4981, -19.7862, 0.8136], [-14.0209, -18.3114, 0.0133], [-11.3610, -19.2946, -0.0321], [-17.3531, -25.2251, 2.9933], [-16.6158, -24.1096, 2.4328], [-18.1866, -25.3773, 2.3128], [-16.7360, -26.1225, 3.1027], [-17.7507, -24.9290, 3.9450], [-15.9634, -23.7496, 3.1049]],
  "mulliken_charge": [-0.479, -0.057, 0.286, -0.067, 0.291, -0.015, 1.424, -0.571, 0.052, -0.758, -0.314, 0.295, -0.548, -0.464, 0.108, 0.369, 0.224, 0.238, -0.795, -0.351, 0.248, 0.270, 0.319, 0.447, 0.009, -0.211, -0.204, -0.090, 0.360, -0.343, 0.343, -0.662, -0.144, -0.110, 0.225, 0.368, -0.697, -0.375, 0.229, 0.257, 0.269, 0.255, -0.553, 0.421, -0.009, 0.180, 0.319, -0.008, -0.305, -0.594, -0.029, 0.203, 0.401, 0.289, -0.266, -0.527, 0.379, -0.146, 0.313, 0.232, -0.120, -0.554, -0.001, 0.084, 0.309, 0.315, 0.787, -0.746, -0.104, -0.311, 0.006, 0.372, 0.088, -0.554, 0.351, -0.071, -0.122, 0.297, -0.005, -0.594, 0.076, -0.127, 0.272, 0.280, -0.556, -0.411, 0.186, 0.112, 0.306, 0.320, -0.789, -0.236, 0.281, 0.297, 0.222, 0.175, -0.469, -0.516, 0.113, 0.313, 0.271, 0.319, -0.303, -0.547, -0.126, 0.370, 0.314, 0.299, -0.592, -0.522, 0.309, 0.274, 0.136, 0.459, 0.227, -0.604, 0.587, -0.080, -0.531, 0.251, -0.906, 0.423, 0.296, 0.441, 0.031, -0.384, -0.292, -0.593, -0.061, 0.395, 0.185, 0.317, -0.146, -0.604, 0.184, 0.377, -0.227, 0.415, 0.873, -0.648, 0.243, -0.279, -0.742, 0.426, -0.412, 2.365, -0.250, -0.297, -0.048, -0.745, -0.812, -0.564, 0.310, 0.249, 0.324, 0.438],
  "lumo_energy_ev": -0.07,
  "multiplicity": 1,
  "de_lowest_kcal_mol": 159.52
}


# 4
{
  "formula": "C3H6O2S2",
  "method": "wB97M-V/def2-TZVPD",
  "symbols": ["O", "C", "O", "C", "S", "C", "S", "H", "H", "H", "H", "H", "H"],
  "xyz": [[-0.5069, -1.9808, -0.3966], [-1.1509, -0.9225, -0.0964], [-2.5217, -0.9089, -0.5605], [-0.4078, 0.3211, 0.4714], [-0.5897, 1.7484, -0.4546], [1.0179, -0.1018, 0.7547], [2.2113, -0.4957, -0.6306], [-2.8647, -0.0796, -0.9362], [-1.0010, 0.5432, 1.3293], [0.6806, 1.4494, -1.2574], [1.0812, -1.0828, 1.3821], [1.2998, 0.6764, 1.5097], [2.7519, 0.8337, -1.1151]],
  "mulliken_charge": [-0.477, 0.642, -0.506, -0.077, -0.206, -0.770, -0.120, 0.334, 0.252, 0.126, 0.297, 0.355, 0.149],
  "lumo_energy_ev": 0.24,
  "multiplicity": 1,
  "smiles": "O=C(O)[C@H](S)CS",
  "de_lowest_kcal_mol": 55.80
}


# 5
{
  "formula": "C33H87Cl2N3O20",
  "method": "wB97M-V/def2-TZVPD",
  "symbols": ["N", "H", "H", "H", "H", "C", "C", "N", "C", "C", "N", "C", "C", "H", "H", "H", "H", "H", "H", "H", "H", "H", "H", "H", "C", "C", "C", "O", "C", "H", "H", "H", "H", "H", "H", "H", "H", "C", "C", "C", "O", "C", "H", "H", "H", "H", "H", "H", "H", "H", "C", "C", "O", "O", "H", "H", "H", "H", "H", "H", "C", "C", "O", "O", "H", "H", "H", "H", "H", "H", "C", "C", "O", "O", "H", "H", "H", "H", "H", "H", "C", "C", "O", "O", "H", "H", "H", "H", "H", "H", "C", "C", "O", "O", "H", "H", "H", "H", "H", "H", "C", "C", "O", "O", "H", "H", "H", "H", "H", "H", "C", "C", "O", "O", "H", "H", "H", "H", "H", "H", "C", "C", "O", "O", "H", "H", "H", "H", "H", "H", "C", "C", "O", "O", "H", "H", "H", "H", "H", "H", "C", "Cl", "Cl", "H", "H"],
  "xyz": [[-2.2860, 4.9581, 3.8238], [-3.3397, 4.9251, 3.8094], [-1.8483, 4.9461, 2.8926], [-2.0046, 4.1540, 4.3885], [-2.0515, 5.7602, 4.4121], [0.7642, -0.8191, -0.8926], [0.8652, -0.3358, 0.5370], [-0.4768, 0.0209, 1.0148], [-1.4158, -0.8527, 1.4734], [-2.5359, -0.1572, 1.8446], [-2.2678, 1.1434, 1.5027], [-1.0523, 1.2313, 0.9482], [-3.2131, 2.2478, 1.5899], [1.7416, -1.1656, -1.2369], [0.5670, -0.0295, -1.6158], [0.0620, -1.6503, -0.8805], [1.4680, 0.5614, 0.6788], [1.2456, -1.0952, 1.2197], [-1.1582, -1.8980, 1.5507], [-3.4430, -0.3935, 2.3773], [-0.6556, 2.1199, 0.4788], [-3.8415, 2.2281, 0.6992], [-2.7303, 3.2232, 1.5837], [-3.7860, 2.1058, 2.5028], [0.2546, -3.3194, -5.0082], [0.1294, -4.2993, -3.8492], [1.2273, -3.8438, -2.8648], [1.6242, -2.5597, -3.3164], [0.7436, -2.0457, -4.3238], [-0.7208, -3.2729, -5.4938], [0.9758, -3.6920, -5.7366], [0.1637, -5.3603, -4.0873], [-0.8158, -4.1754, -3.3109], [2.1094, -4.4890, -2.8850], [0.8969, -3.7967, -1.8217], [1.2285, -1.3193, -4.9679], [-0.0455, -1.5676, -3.7289], [4.7106, -3.2342, 0.9804], [4.5683, -2.9124, -0.5126], [6.0034, -2.8594, -1.0600], [6.8386, -3.2470, 0.0293], [6.1821, -2.9296, 1.2500], [4.6065, -4.3027, 1.1779], [3.9550, -2.6790, 1.5318], [4.0777, -1.9375, -0.5915], [3.9921, -3.6418, -1.0822], [6.2836, -1.8580, -1.3967], [6.1295, -3.6106, -1.8375], [6.3926, -1.8699, 1.4473], [6.6196, -3.4889, 2.0738], [1.9538, -4.3654, 2.9582], [0.4930, -4.8275, 2.7656], [-0.4746, -3.7940, 2.7336], [2.2208, -4.0949, 4.3251], [2.0558, -3.4146, 2.4215], [2.5827, -5.1209, 2.4970], [0.2691, -5.6188, 3.4908], [0.3765, -5.4055, 1.8439], [-0.4075, -3.2568, 3.5309], [1.6996, -3.3189, 4.5468], [0.3742, 6.9044, 1.3357], [-0.1075, 5.5888, 0.7891], [-0.3066, 4.5505, 1.7285], [1.7084, 6.7632, 1.8102], [-0.2690, 7.2265, 2.1649], [0.3067, 7.6699, 0.5571], [0.5424, 5.2181, -0.0145], [-0.9901, 5.7417, 0.1640], [0.5373, 4.1490, 1.9625], [1.9190, 7.5794, 2.2766], [-4.7524, -2.9326, 2.9837], [-5.2569, -2.0340, 4.1243], [-4.3981, -0.8899, 4.2915], [-4.7303, -2.1835, 1.7931], [-5.3843, -3.8207, 2.9135], [-3.7565, -3.2613, 3.3147], [-5.2742, -2.5563, 5.0806], [-6.2271, -1.6369, 3.8303], [-3.5573, -1.2605, 4.5880], [-4.5106, -2.7913, 1.0549], [-2.1669, -4.9397, -0.5241], [-2.9893, -3.6918, -0.8077], [-4.3299, -3.8098, -0.3880], [-2.5057, -5.8977, -1.5214], [-2.3530, -5.3675, 0.4643], [-1.1018, -4.6726, -0.5455], [-2.8967, -3.4569, -1.8717], [-2.5655, -2.8765, -0.2142], [-4.7857, -4.5199, -0.8568], [-2.4905, -6.7774, -1.1345], [5.1342, 0.2883, 0.5275], [6.4197, 1.0409, 0.1567], [7.1893, 0.2549, -0.7765], [4.0730, 0.3788, -0.4146], [4.8509, 0.6319, 1.5297], [5.3630, -0.7673, 0.7029], [7.0992, 1.0933, 1.0065], [6.2142, 2.0674, -0.1600], [6.6880, 0.2123, -1.6162], [4.5126, 0.3590, -1.2834], [-4.7655, 0.5398, -0.0744], [-5.9239, 1.3264, -0.6426], [-6.0739, 2.5497, 0.0719], [-4.6956, 0.6009, 1.3460], [-3.8184, 0.9556, -0.4468], [-4.7688, -0.4925, -0.4379], [-6.8582, 0.7655, -0.6225], [-5.6106, 1.5034, -1.6754], [-5.5678, 2.4173, 0.8839], [-4.8198, -0.3031, 1.6925], [2.1220, 2.5672, -1.9874], [3.2907, 3.4557, -1.5534], [3.3292, 4.6521, -2.3257], [0.9296, 2.9751, -1.2707], [2.3903, 1.5424, -1.7482], [1.9718, 2.7027, -3.0580], [4.2104, 2.8762, -1.6901], [3.2871, 3.6710, -0.4826], [3.5707, 5.3594, -1.7208], [0.5808, 3.7275, -1.7604], [-4.6668, 6.2939, 1.6308], [-5.5609, 5.1888, 2.1420], [-4.9913, 4.7464, 3.4060], [-3.3625, 5.8138, 1.2807], [-4.5546, 7.0566, 2.4003], [-5.0650, 6.7924, 0.7449], [-5.6725, 4.3974, 1.3995], [-6.5586, 5.5558, 2.3817], [-5.6321, 4.9586, 4.0930], [-3.4146, 5.3856, 0.4198], [4.6730, -1.1381, -3.5048], [3.9167, -0.6211, -4.7075], [4.8369, -0.1922, -5.7022], [5.4184, -0.1166, -2.8265], [5.4000, -1.8709, -3.8769], [4.0371, -1.7655, -2.8790], [3.2137, 0.1405, -4.3695], [3.3510, -1.4686, -5.0976], [5.2835, -0.9691, -6.0537], [5.6503, 0.4834, -3.5574], [-2.4644, 1.0092, -3.0668], [-2.3042, -0.4724, -2.1373], [-0.9999, 1.5060, -3.8620], [-3.2489, 0.8065, -3.7899], [-2.7982, 1.8137, -2.4176]],
  "mulliken_charge": [-0.047, 0.211, -0.098, 0.428, 0.448, 0.962, -0.909, 0.659, -1.192, -0.604, 0.601, -0.468, -0.001, -0.479, -0.251, 0.309, 0.260, -0.230, 1.024, 0.900, 0.720, -0.036, -0.460, 0.513, -0.811, -0.100, -0.414, -0.042, 0.046, 0.372, 0.315, 0.457, -0.322, 0.328, 0.088, 0.455, -0.350, -0.597, 1.122, -0.229, -0.515, -0.634, 0.184, 0.242, -0.984, 0.364, 0.168, 0.341, 0.257, 0.412, 0.073, -0.634, -0.348, -0.547, -0.170, 0.463, 0.293, 0.310, 0.250, 0.346, -0.524, 0.161, -0.583, -0.525, 0.276, 0.368, -0.022, 0.261, 0.304, 0.319, -0.007, -0.834, -0.453, -0.548, 0.533, 0.025, 0.428, 0.312, 0.284, 0.144, -0.356, 0.828, -0.640, -0.525, 0.493, -0.125, 0.294, -0.504, 0.327, 0.344, 0.609, -0.802, -0.585, 0.336, 0.434, -0.820, 0.497, 0.238, 0.454, -0.250, 0.344, -1.003, -0.531, -0.767, -0.254, 0.506, 0.371, 0.374, 0.312, 0.122, 0.366, -0.368, -0.578, -0.279, -0.648, 0.449, 0.137, 0.320, 0.359, 0.205, -0.787, 0.122, -0.555, -0.401, 0.302, 0.449, -0.097, 0.546, 0.266, 0.252, 0.279, -0.569, -0.561, -0.591, 0.407, -0.297, 0.124, 0.325, 0.387, 0.318, -0.641, 0.118, -0.104, 0.523, 0.132],
  "total_charge": 2,
  "lumo_energy_ev": -4.76,
  "multiplicity": 1
}


# 6
{
  "formula": "C3H4O3S",
  "method": "wB97M-V/def2-TZVPD",
  "symbols": ["C", "C", "C", "O", "O", "O", "S", "H", "H", "H", "H"],
  "xyz": [[1.5361, 1.2719, 0.0909], [1.1739, 0.0250, -0.5897], [-2.0514, -0.7342, 0.0071], [0.5664, 1.9297, 0.6094], [2.6778, 1.6551, -0.0523], [-2.0958, 0.3850, 0.4907], [1.2767, -1.4406, -0.0469], [-1.3797, -1.4683, 0.5442], [-2.8763, -0.8998, -0.7440], [-0.2128, 1.4630, 0.8619], [1.3852, -2.1869, -1.1714]],
  "mulliken_charge": [0.809, -0.236, -0.118, -0.401, -0.536, -0.450, -0.138, 0.294, 0.262, 0.349, 0.166],
  "lumo_energy_ev": -0.69,
  "multiplicity": 1,
  "de_lowest_kcal_mol": 112.00
}